{"formula": "C5H5ClF2", "method": "ωB97M-V/def2-TZVPD", "lumo_ev": 0.68, "e_above_lowest_kj_mol": 316.7, "homo_energy_ev": -9.40, "species": ["Cl", "F", "F", "C", "C", "C", "C", "C", "H", "H", "H", "H", "H"], "coordinates": [[-0.76, 1.80, 0.05], [-2.24, -0.51, 0.12], [-0.94, -2.04, -0.18], [-0.91, -0.72, -0.11], [2.26, 1.05, -0.19], [0.01, 0.21, -0.07], [2.11, -1.41, 0.20], [1.51, 0.01, 0.06], [2.20, -2.02, -0.83], [1.02, -1.83, 1.00], [3.14, -1.52, 0.71], [1.92, 2.04, -0.31], [3.40, 0.79, -0.10]], "mulliken_charge": [-0.182, -0.254, -0.209, 0.575, -0.939, -0.084, -0.936, 0.720, 0.223, 0.190, 0.361, 0.331, 0.204]}